1.
19
Properties=species:S:1:pos:R:3:forces:R:3:nbo_charge:R:1 method="wB97M-V/def2-TZVPD" total_energy_ha=-402.1987 total_charge=0 orbital_gap_ev=8.72 fmax_ev_per_a=1.24 e_above_lowest_kj_mol=471.1
C -1.51206 0.31097 -0.01120 0.6779 -0.4276 0.3431 0.4858
C -2.79101 -0.36623 -0.41518 0.1176 0.0264 0.0078 -0.6703
C 2.46181 -0.80759 -0.19821 -0.1421 -0.0250 0.0862 -0.6595
C 0.91022 1.14433 -0.35205 -1.0785 -0.5956 -0.0870 0.2410
N 0.97013 1.72594 0.84144 0.1590 0.1420 0.2142 -0.8089
C 1.17197 -0.17738 -0.64307 0.3060 0.6576 -0.3759 0.0101
O -0.90845 1.02692 -0.87193 0.7131 -0.1034 -0.0690 -0.6170
O -0.35308 -1.17607 0.24769 -0.3681 0.4884 -0.0075 -0.8939
H -0.11368 -1.26114 1.18059 -0.2231 0.0068 -0.0224 0.4475
H -1.45818 0.63109 1.04287 0.0386 -0.1094 -0.0712 0.1141
H 0.79966 1.22232 1.70882 -0.1906 0.1981 -0.2373 0.3614
H 1.00995 2.73233 0.89733 0.1137 -0.2236 0.1104 0.3941
H 0.75864 -0.54471 -1.56821 -0.1525 -0.0814 0.1311 0.2303
H -3.13704 -1.04877 0.35924 0.0224 0.0276 -0.0395 0.2203
H -2.63534 -0.90904 -1.34622 0.0024 0.0103 0.0337 0.2328
H -3.54956 0.40408 -0.58331 0.0600 -0.0318 0.0271 0.2262
H 3.26414 -0.54544 -0.88958 -0.0447 -0.0146 -0.0388 0.2401
H 2.75748 -0.47007 0.79442 -0.0204 0.0159 0.0156 0.2114
H 2.35441 -1.89154 -0.19345 0.0092 0.0393 -0.0204 0.2344

---

2.
116
Properties=species:S:1:pos:R:3:forces:R:3:lowdin_charge:R:1 method="wB97M-V/def2-TZVPD" total_energy_ha=-4866.1297 total_charge=0 orbital_gap_ev=7.30 fmax_ev_per_a=6.17 smiles="C=C[C@@H]1OS(=O)(=O)C[C@H](N)[C@@]1(C=C)CCCOC(C)=O.O=S1(=O)CCCC1.O=S1(=O)CCCC1.O=S1(=O)CCCC1.O=S1(=O)CCCC1.O=S1(=O)CCCC1" e_above_lowest_kj_mol=314.5
C -2.22238 2.90722 5.08147 0.0953 -1.9571 -1.5616 0.0190
C -2.20765 1.86636 4.11912 0.0961 2.6575 1.3169 -0.0921
C -1.52970 2.19968 2.69414 0.5321 -1.9272 1.2206 -0.3144
O -2.25216 3.20726 1.93282 2.4456 0.5349 -1.3180 -0.2113
S -1.02783 3.99844 1.06163 0.3596 5.9715 -1.5262 0.7802
O -1.60931 4.83745 -0.06312 0.4458 -3.4866 2.6699 -0.3523
O -0.22768 4.94448 1.91893 -1.6487 -3.5403 -0.9543 -0.3341
C 0.03503 2.68109 0.28880 0.1723 -1.5044 -0.3050 -0.1369
C -0.67344 1.22467 0.38099 -0.7914 1.0558 -1.1788 -0.2707
N -1.82726 1.28215 -0.59450 0.6986 -0.4986 0.6958 0.0332
C -1.21816 0.84999 1.84116 -1.1543 -0.8316 2.0774 -0.3000
C -2.55285 -0.04567 1.65156 -1.1618 0.5647 -0.1284 -0.0835
C -3.88851 0.48671 1.65415 1.0173 0.1229 0.8220 -0.0231
C -0.21055 -0.00832 2.74681 -0.8768 -0.4354 0.3256 -0.1319
C 0.52859 -1.20266 1.98440 1.2441 0.4871 0.4811 -0.1235
C 2.07010 -0.73039 1.78762 -0.1474 -0.1032 1.2268 -0.1592
O 2.53822 -0.88973 0.41457 0.8306 2.0262 0.1089 -0.0594
C 3.00114 0.32445 -0.13226 -1.4547 0.8396 -3.6436 -0.4294
C 4.17340 1.22391 0.45313 -1.0105 -0.2400 1.6940 0.0025
O 2.45384 0.70316 -1.20108 1.8369 -1.2480 3.4925 0.0338
H -2.23727 4.00090 4.74306 0.7706 -1.7278 0.5719 0.0839
H -2.17306 2.67266 6.20203 -0.9295 0.4077 -1.8183 0.0711
H -2.62262 0.82716 4.36911 1.3419 1.5021 -0.4752 0.1170
H -0.49354 2.63005 2.96577 -1.5758 -0.5292 -0.3133 0.1372
H 1.10570 2.66370 0.67041 -1.4950 0.4782 -0.0119 0.1078
H 0.05700 2.93242 -0.83302 -0.0627 -0.0876 1.8888 0.1146
H 0.06255 0.48608 -0.06967 -0.8270 0.7795 0.9568 0.1366
H -2.51475 1.98682 -0.30464 0.3905 -0.3358 -0.4050 0.0681
H -1.48761 1.42485 -1.55117 -0.2366 0.2214 0.6342 0.0843
H -2.43931 -1.18268 1.52295 0.4133 1.9878 -1.6379 0.1005
H -4.34686 0.86312 2.63737 1.2844 1.1958 -1.8348 0.0627
H -4.53512 0.63322 0.72453 0.3070 -2.0266 1.4607 0.0691
H 0.48288 0.71230 3.29863 -0.4927 -1.1824 -0.7971 0.1222
H -0.85430 -0.49763 3.56821 0.9421 0.9194 -1.2014 0.1247
H 0.05185 -1.50087 0.99636 0.6716 0.6861 1.3163 0.0943
H 0.51562 -2.13795 2.65060 0.0829 1.4820 -1.0562 0.1075
H 2.18026 0.37190 2.05531 -0.2792 -1.3862 -0.1843 0.1129
H 2.74776 -1.29850 2.52547 -1.0570 0.7920 -1.5907 0.0957
H 4.53463 0.76876 1.44282 -0.1696 0.6484 -1.5766 0.0901
H 3.69582 2.23136 0.74569 0.6765 -1.4952 -0.5745 0.0950
H 5.00901 1.44839 -0.27853 -1.2315 -0.6779 0.7700 0.0976
O 2.10334 -2.45939 4.56877 0.0559 0.3084 -0.0712 -0.3178
S 3.15199 -1.59845 5.06602 0.1383 0.1396 0.5111 0.6600
O 3.27478 -0.21670 4.65573 -0.2930 -0.2258 -0.1523 -0.3305
C 3.14694 -1.67258 6.84840 -0.0052 -0.0947 0.4721 -0.2286
C 4.06637 -2.84114 7.17911 0.0062 -0.1905 0.0053 -0.2195
C 5.26729 -2.70326 6.24069 0.1838 0.0108 0.1647 -0.2150
C 4.72356 -2.42401 4.83782 0.5199 -0.2551 -0.1236 -0.2207
H 2.12900 -1.81017 7.21182 -0.0030 0.0892 -0.1840 0.1121
H 3.55613 -0.73160 7.22232 -0.0624 -0.0222 -0.1121 0.1108
H 4.36812 -2.82917 8.22801 -0.0532 -0.0027 -0.0867 0.1188
H 3.55306 -3.78829 6.98532 -0.0017 0.0860 0.0523 0.1235
H 5.89070 -1.86505 6.56776 -0.0600 -0.0619 -0.0316 0.1190
H 5.89203 -3.59872 6.24975 -0.0496 0.0950 -0.0305 0.1175
H 5.39176 -1.77766 4.26812 -0.2151 -0.0138 -0.0671 0.1053
H 4.54223 -3.34877 4.28758 -0.1187 0.1241 0.0108 0.1100
O -1.41040 -3.17021 0.81026 -0.2512 -0.4239 0.1724 -0.3359
S -1.93422 -4.27354 0.03688 -0.2596 -0.1946 -0.3345 0.6841
O -2.69846 -5.34206 0.64110 0.2132 0.3380 0.2530 -0.3229
C -2.85388 -3.61197 -1.34124 -0.1990 0.2567 -0.3613 -0.2240
C -1.81451 -3.44535 -2.44203 0.1455 0.1121 -0.0542 -0.2177
C -0.95547 -4.71098 -2.39721 -0.0304 -0.0777 -0.2264 -0.2139
C -0.60237 -4.97392 -0.93174 0.4619 -0.2411 -0.2734 -0.2162
H -3.33065 -2.67462 -1.05459 0.0372 -0.0939 0.1629 0.1096
H -3.60989 -4.34848 -1.62171 0.0577 0.0159 0.1173 0.1106
H -2.28324 -3.30789 -3.41815 0.0270 0.0143 0.0973 0.1189
H -1.19117 -2.56848 -2.23928 -0.0922 -0.0246 -0.0126 0.1212
H -1.52852 -5.55449 -2.79518 0.0397 0.0689 0.0428 0.1188
H -0.05539 -4.61012 -3.00705 -0.0707 -0.0304 0.0806 0.1177
H -0.52506 -6.04080 -0.72088 -0.0374 0.1443 0.1856 0.1061
H 0.32316 -4.47065 -0.64674 -0.1388 0.0162 0.0926 0.1084
O -0.59617 4.59349 -5.56780 -0.0283 0.1895 -0.3071 -0.3291
S -0.32998 5.97579 -5.23558 -0.0943 0.3753 0.2779 0.6629
O -0.59722 7.05566 -6.15984 -0.0294 -0.4887 -0.2184 -0.3292
C -1.11256 6.34431 -3.67548 -0.1639 -0.0185 0.4259 -0.2226
C -0.06370 5.98067 -2.63308 0.1338 -0.0056 0.1237 -0.2303
C 1.26375 6.51451 -3.17600 0.0318 0.1183 0.1316 -0.2116
C 1.35539 6.10613 -4.64798 0.5936 0.0510 0.1458 -0.2232
H -2.03347 5.77051 -3.57647 0.0461 0.0329 -0.1635 0.1126
H -1.33161 7.41397 -3.65673 0.0137 -0.0819 -0.0974 0.1120
H -0.30372 6.40671 -1.65793 -0.0320 -0.1417 -0.0865 0.1103
H -0.00694 4.89329 -2.52229 -0.0816 0.0832 0.0257 0.1076
H 1.27745 7.60607 -3.09502 -0.0078 -0.0894 -0.0113 0.1195
H 2.11512 6.13350 -2.60805 -0.0591 0.0453 -0.0733 0.1162
H 1.88803 6.85072 -5.24018 -0.1377 -0.1590 -0.1283 0.1059
H 1.82973 5.13021 -4.76389 -0.1401 0.0436 -0.0837 0.1073
O 3.02359 5.01212 -9.55555 -0.0379 0.1075 -0.2800 -0.3267
S 1.80194 5.00631 -10.32784 -0.1818 0.0485 -0.1969 0.6668
O 1.71865 5.60277 -11.64215 0.3672 -0.0201 0.2572 -0.3322
C 1.19629 3.32989 -10.41587 -0.1304 -0.4989 0.0587 -0.2386
C 0.31585 3.18289 -9.18148 -0.0036 -0.0156 0.1527 -0.2219
C -0.49280 4.47828 -9.09162 -0.2882 -0.0709 0.0529 -0.2158
C 0.47748 5.64089 -9.30542 -0.4009 0.1780 0.3074 -0.2204
H 2.03333 2.63250 -10.43276 0.0593 0.1808 -0.0844 0.1066
H 0.60908 3.23523 -11.33175 0.0948 0.0787 0.0294 0.1071
H -0.33021 2.30560 -9.25204 0.0701 0.0548 0.0131 0.1156
H 0.93846 3.07383 -8.28772 -0.0443 -0.0181 -0.0670 0.1198
H -1.25608 4.48639 -9.87668 0.0877 -0.0072 0.0201 0.1192
H -1.00787 4.56681 -8.13315 0.0930 0.0281 -0.0827 0.0934
H -0.00290 6.47692 -9.81372 0.2420 -0.0035 0.0187 0.1083
H 0.91068 5.97834 -8.36267 0.0383 -0.0073 -0.1308 0.0907
O -0.67632 -8.83955 4.58579 0.0398 0.1180 0.3049 -0.3255
S -1.45431 -7.82288 5.25591 0.0476 0.2886 0.0609 0.6648
O -1.06369 -7.27207 6.53444 0.1925 -0.3421 -0.1911 -0.3345
C -1.73997 -6.48325 4.11254 -0.1331 0.2799 -0.3582 -0.2308
C -3.02444 -6.87007 3.39178 -0.1746 -0.0439 -0.0670 -0.2352
C -3.96289 -7.40643 4.47515 -0.1186 0.1049 -0.0107 -0.2172
C -3.15547 -8.37283 5.34481 -0.5921 -0.1907 0.0814 -0.2284
H -0.88685 -6.37754 3.44322 0.0436 -0.0666 0.1646 0.1082
H -1.87591 -5.57014 4.69601 0.0705 -0.0961 0.0150 0.1108
H -3.45822 -6.02046 2.86379 0.1160 -0.1264 0.0018 0.0959
H -2.82031 -7.65596 2.65792 0.0169 0.1176 0.0090 0.1227
H -4.32495 -6.57450 5.08778 0.0381 -0.0629 -0.0444 0.1178
H -4.83661 -7.90019 4.04448 0.0710 0.0360 0.0637 0.1148
H -3.48724 -8.35389 6.38318 0.2234 -0.0903 -0.0414 0.1025
H -3.20117 -9.39231 4.95866 0.1505 0.0785 0.0455 0.1048